--- P ---
This record from OMol25 describes a 2-piece molecular cluster, C3H12N2O2 overall. The level of theory is ωB97M-V/def2-TZVPD.

Geometry (Å):
C1 -0.48 -0.60 1.58
N1 -0.83 -0.63 0.14
C2 0.10 -1.28 -0.69
O1 1.20 -0.45 -1.03
C3 0.85 0.02 2.05
N2 1.07 1.32 1.42
H1 -0.49 -1.64 1.93
H2 -1.31 -0.08 2.06
H3 -1.05 0.32 -0.13
H4 0.50 -2.14 -0.14
H5 -0.33 -1.65 -1.62
H6 1.75 -0.90 -1.68
H7 0.65 0.16 3.12
H8 1.67 -0.70 1.93
H9 0.90 1.21 0.43
H10 2.02 1.65 1.52
H11 -2.50 2.04 -2.73
H12 -2.13 0.67 -2.22
O2 -1.82 1.36 -2.82

The HOMO energy comes out at -9.03 eV. Its SMILES is NCCNCO.O. The total charge is 0. The value obtained for the gap between HOMO and LUMO is 0.3616 Eh.


--- Q ---
This record from OMol25 describes a 2-piece molecular cluster, C3H12N2O2 overall. The level of theory is ωB97M-V/def2-TZVPD.

Geometry (Å):
C1 -0.98 0.04 -1.00
C2 -0.27 1.33 -1.43
O1 0.92 1.57 -0.68
N1 -0.13 -1.14 -1.03
C3 0.17 -1.80 0.20
N2 0.94 -0.98 1.12
H1 -1.37 0.19 0.01
H2 -1.84 -0.11 -1.66
H3 -0.96 2.15 -1.29
H4 0.04 1.23 -2.48
H5 0.65 1.84 0.22
H6 0.70 -0.97 -1.58
H7 -0.75 -2.18 0.68
H8 0.56 -2.81 -0.03
H9 1.29 -1.44 1.96
H10 1.76 -0.64 0.63
H11 0.08 0.73 1.57
H12 -0.36 1.50 2.86
O2 -0.45 1.48 1.91

The HOMO energy comes out at -8.90 eV. Its SMILES is NCNCCO.O. The total charge is 0. The value obtained for the gap between HOMO and LUMO is 0.3580 Eh.


Stability check: which of them is most stable? Q.


--- P ---
This record from OMol25 describes a 3-piece molecular cluster, C3H12N2O2 overall. The level of theory is ωB97M-V/def2-TZVPD.

Geometry (Å):
C1 0.32 -0.26 2.17
C2 0.33 -0.98 0.87
N1 1.49 -0.51 0.09
C3 1.75 -0.62 -1.30
N2 1.27 0.01 -2.34
H1 0.30 0.88 2.01
H2 -0.53 -0.60 2.69
H3 1.22 -0.52 2.79
H4 -0.62 -0.79 0.34
H5 0.43 -2.06 1.07
H6 2.39 -0.58 0.51
H7 2.66 -1.21 -1.48
H8 1.93 -0.18 -3.05
H9 -1.12 0.43 -1.90
H10 -1.86 1.64 -2.65
O1 -1.57 1.26 -1.76
H11 -3.47 1.59 1.01
H12 -2.23 1.35 0.04
O2 -2.69 1.15 0.88

The HOMO energy comes out at -9.06 eV. Its SMILES is [H]/N=C/NCC.O.O. The total charge is 0. The value obtained for the gap between HOMO and LUMO is 0.3644 Eh.


--- Q ---
This record from OMol25 describes a 2-piece molecular cluster, C3H12N2O2 overall. The level of theory is ωB97M-V/def2-TZVPD.

Geometry (Å):
C1 -0.16 -1.48 0.64
C2 -0.95 -2.26 -0.38
O1 -1.69 -1.37 -1.25
N1 1.28 -1.42 0.30
C3 2.15 -0.44 0.89
N2 2.75 0.60 0.09
H1 -0.17 -1.98 1.61
H2 -0.56 -0.47 0.82
H3 -0.46 -2.94 -1.07
H4 -1.63 -3.00 0.09
H5 -2.12 -0.62 -0.84
H6 1.46 -1.56 -0.68
H7 2.99 -1.00 1.36
H8 1.78 -0.14 1.89
H9 2.28 0.69 -0.81
H10 3.70 0.39 -0.19
H11 -3.58 5.92 -1.61
H12 -3.81 5.61 -0.05
O2 -3.26 5.48 -0.82

The HOMO energy comes out at -8.24 eV. Its SMILES is NCNCCO.O. The total charge is 0. The value obtained for the gap between HOMO and LUMO is 0.3377 Eh.


Stability check: which of them is most stable? P.


--- P ---
This record from OMol25 describes an isolated ion of composition C5H10N and charge +2. The level of theory is ωB97M-V/def2-TZVPD.

Geometry (Å):
C1 -1.91 0.55 0.45
C2 -0.55 0.07 1.14
C3 0.64 0.32 0.22
C4 1.49 1.29 0.15
C5 0.00 -1.69 -1.00
N1 0.68 -0.57 -0.93
H1 -1.73 1.67 0.25
H2 -2.81 0.57 1.03
H3 -1.96 0.15 -0.55
H4 -0.63 -0.99 1.38
H5 -0.39 0.61 2.14
H6 1.55 2.14 0.90
H7 2.22 1.31 -0.78
H8 0.57 -2.64 -1.16
H9 -1.12 -1.64 -0.84
H10 1.55 -0.35 -1.68

The HOMO energy (spin up / spin down) comes out at -20.96 / -20.92 eV. Its spin multiplicity is 2. Its expectation value of S² is 0.761. The total charge is +2. The value obtained for the gap between HOMO and LUMO (spin up / spin down) is 0.3194 / 0.2395 Eh.


--- Q ---
This record from OMol25 describes a 2-piece molecular cluster, C5H10N overall. The level of theory is ωB97M-V/def2-TZVPD.

Geometry (Å):
C1 0.63 -1.31 -1.00
N1 1.86 -0.98 -0.82
H1 0.14 -1.95 -0.27
H2 0.10 -0.96 -1.87
H3 2.24 -0.08 -1.09
H4 2.38 -1.58 -0.19
C2 0.28 1.70 -0.69
C3 -0.75 0.98 -0.12
C4 -0.66 0.31 1.17
C5 -1.73 -0.39 1.66
H5 1.24 1.74 -0.18
H6 0.04 2.39 -1.49
H7 -1.66 0.80 -0.67
H8 0.28 0.33 1.73
H9 -1.69 -0.92 2.60
H10 -2.68 -0.56 1.16

The HOMO energy (spin up / spin down) comes out at -19.76 / -21.04 eV. Its spin multiplicity is 2. Its expectation value of S² is 0.789. The total charge is +2. The value obtained for the gap between HOMO and LUMO (spin up / spin down) is 0.3450 / 0.3089 Eh.


Stability check: which of them is most stable? Q.


--- P ---
This record from OMol25 describes one molecule with the formula C6H11NO2. The level of theory is ωB97M-V/def2-TZVPD.

Geometry (Å):
C1 1.14 1.57 0.03
C2 0.70 0.14 0.42
C3 1.91 -0.80 0.36
N1 0.13 0.08 1.76
C4 -2.59 -0.91 -1.00
O1 -3.72 -1.25 -0.76
C5 -1.35 -1.20 -0.32
C6 -0.32 -0.33 -0.60
H1 0.29 2.26 0.07
H2 1.90 1.92 0.75
H3 1.58 1.59 -0.97
H4 2.69 -0.45 1.05
H5 1.62 -1.82 0.65
H6 2.33 -0.83 -0.65
H7 0.83 0.34 2.45
H8 -1.46 -1.66 0.67
H9 -0.01 -0.22 -1.64
H10 -0.64 0.74 1.85
O2 -2.29 0.40 -1.63
H11 -2.73 0.44 -2.49

The HOMO energy comes out at -9.32 eV. Its SMILES is CC(C)(N)/C=C/C(=O)O. The total charge is 0. The value obtained for the gap between HOMO and LUMO is 0.3513 Eh.


--- Q ---
This record from OMol25 describes one molecule with the formula C6H11NO2. The level of theory is ωB97M-V/def2-TZVPD.

Geometry (Å):
C1 1.71 1.06 0.60
C2 -2.06 -0.66 0.24
C3 0.58 -0.47 -1.05
C4 1.05 -0.24 0.25
C5 -1.14 0.50 0.03
N1 0.79 -1.59 -1.78
C6 -1.43 1.76 0.40
O1 -0.42 0.33 -1.37
O2 1.59 -1.37 0.89
H1 2.23 -1.08 1.56
H2 1.50 -2.22 -1.46
H3 0.03 -1.96 -2.34
H4 2.80 0.99 0.53
H5 1.42 1.37 1.61
H6 1.38 1.85 -0.07
H7 -2.63 -0.87 -0.66
H8 -2.77 -0.41 1.03
H9 -1.51 -1.56 0.53
H10 -2.32 1.95 0.98
H11 -0.83 2.61 0.10

The HOMO energy comes out at -6.71 eV. Its SMILES is C=C(C)O/C(N)=C(\C)O. The total charge is 0. The value obtained for the gap between HOMO and LUMO is 0.2741 Eh.


Stability check: which of them is most stable? P.


--- P ---
This record from OMol25 describes a 2-piece molecular cluster, C6H11NO2 overall. The level of theory is ωB97M-V/def2-TZVPD.

Geometry (Å):
C1 0.27 -0.60 0.25
C2 -0.55 1.36 0.32
C3 -0.24 -1.60 -0.76
C4 0.08 -1.00 1.69
C5 -1.34 1.57 -0.96
N1 1.69 -0.32 0.03
C6 1.82 0.81 -0.57
O1 0.50 2.05 0.52
O2 2.18 1.47 -1.46
H1 2.49 -0.83 0.41
H2 -1.19 1.12 1.19
H3 0.19 -2.61 -0.61
H4 -1.32 -1.71 -0.66
H5 -0.04 -1.29 -1.78
H6 0.67 -1.91 1.94
H7 0.40 -0.20 2.36
H8 -0.96 -1.23 1.90
H9 -0.67 1.67 -1.81
H10 -1.90 2.50 -0.86
H11 -2.05 0.75 -1.13

The HOMO energy comes out at -7.83 eV. The total charge is 0. The value obtained for the gap between HOMO and LUMO is 0.2977 Eh.


--- Q ---
This record from OMol25 describes one molecule with the formula C6H11NO2. The level of theory is ωB97M-V/def2-TZVPD.

Geometry (Å):
C1 1.32 -0.02 -0.02
C2 1.50 -0.23 -1.53
C3 1.53 -1.27 0.82
C4 0.18 1.02 0.78
N1 0.24 1.66 1.76
H1 2.13 0.67 0.24
H2 0.92 -1.05 -1.94
H3 0.76 -2.02 0.60
H4 1.28 0.69 -2.08
H5 2.54 -0.48 -1.73
H6 2.49 -1.73 0.56
H7 1.49 -1.03 1.88
C5 -2.49 1.40 0.53
C6 -1.33 -0.72 -0.47
O1 -1.33 0.83 -0.13
O2 -1.94 -1.47 0.21
H8 -1.05 -0.85 -1.52
H9 -2.83 0.73 1.31
H10 -2.17 2.32 1.00
H11 -3.24 1.55 -0.24

The HOMO energy comes out at -8.76 eV. The total charge is 0. The value obtained for the gap between HOMO and LUMO is 0.3192 Eh.


Stability check: which of them is most stable? P.


--- P ---
This record from OMol25 describes one molecule with the formula C6H11NO2. The level of theory is ωB97M-V/def2-TZVPD.

Geometry (Å):
C1 -0.56 -1.40 -0.14
C2 -0.65 -0.21 -1.13
C3 0.34 2.03 -0.15
C4 -0.55 0.84 -0.04
N1 0.37 -0.10 -2.16
C5 0.80 -0.69 0.85
C6 0.72 -0.77 2.17
O1 -1.63 -1.55 0.59
O2 -1.54 0.87 0.77
H1 -1.86 -0.25 0.88
H2 -0.04 -2.29 -0.52
H3 -1.64 -0.18 -1.60
H4 1.29 -0.34 -1.81
H5 0.16 -0.73 -2.92
H6 1.77 -0.63 0.36
H7 0.37 2.57 0.79
H8 -0.06 2.68 -0.94
H9 1.35 1.76 -0.47
H10 1.59 -0.74 2.82
H11 -0.25 -0.87 2.65

The HOMO energy comes out at -8.66 eV. The total charge is 0. The value obtained for the gap between HOMO and LUMO is 0.3173 Eh.


--- Q ---
This record from OMol25 describes C6H11NO2 as an isolated structure. The level of theory is ωB97M-V/def2-TZVPD.

Geometry (Å):
C1 2.00 0.82 0.37
C2 0.00 -1.33 0.08
C3 0.77 0.44 -0.41
C4 0.02 -2.31 -0.88
O1 0.62 -1.51 1.32
N1 0.65 0.83 -1.62
H1 0.58 -2.45 1.51
H2 -0.21 0.47 -2.04
H3 2.71 -0.02 0.36
H4 2.47 1.69 -0.08
H5 1.77 1.02 1.41
H6 -0.81 -2.40 -1.57
H7 0.95 -2.81 -1.12
C5 -1.97 1.59 0.17
C6 -1.01 0.54 0.59
O2 -1.30 -0.72 0.18
H8 -0.53 0.60 1.56
H9 -2.92 1.45 0.70
H10 -2.20 1.50 -0.90
H11 -1.59 2.59 0.38

The HOMO energy (spin up / spin down) comes out at -7.77 / -7.73 eV. The total charge is 0. The value obtained for the gap between HOMO and LUMO (spin up / spin down) is 0.2646 / 0.2581 Eh.


Stability check: which of them is most stable? P.